(1)
225
Properties=species:S:1:pos:R:3 method="wB97M-V/def2-TZVPD" total_charge=+6 homo_energy_ev=-16.5 lumo_ev=-8.22 e_tot_ev=-108575.0825 orbital_gap_ev=8.3302
C -12.56867 1.58123 -7.36499
C -11.63001 0.87101 -8.25783
O -10.48102 0.63307 -8.17001
N -12.30406 0.36370 -9.66540
H -11.71739 -0.35837 -10.01560
H -13.21110 -0.03399 -9.44094
C -12.59297 1.44628 -10.67669
H -12.46261 1.07919 -6.43624
H -13.55340 1.51533 -7.76330
H -12.33699 2.60408 -7.16946
H -11.60856 1.76006 -11.02748
H -13.10652 2.18498 -10.10391
H -13.10023 1.08354 -11.51034
C 3.24148 0.18915 3.47403
C 3.66186 -0.05300 2.05043
O 2.89683 0.07540 1.10464
N 4.91569 -0.55500 1.92977
H 3.46864 1.80835 0.06953
H 5.41009 -0.70200 2.81481
C 5.56157 -0.92600 0.62567
H 3.85574 -0.36498 4.15230
H 2.15180 0.07379 3.52578
H 3.38209 1.18664 3.77014
H 5.53031 -0.13242 -0.09411
H 5.11433 -1.81061 0.13529
H 6.58166 -1.13887 0.81081
C -2.59672 -4.56398 0.93173
C -1.19090 -4.27694 1.28823
O -0.33339 -5.13776 1.47369
N -0.84855 -2.95819 1.48133
H 0.31566 -5.15979 -0.61109
H -1.47385 -2.19606 1.13631
C 0.48797 -2.60819 1.98554
H -3.05108 -3.66609 0.51810
H -3.09862 -4.81124 1.87745
H -2.63300 -5.40099 0.28491
H 0.58936 -2.70724 3.05248
H 0.64168 -1.60928 1.65195
H 1.28895 -3.20982 1.51189
C -4.12850 -1.54452 9.18512
C -3.62274 -0.96506 7.88719
C -4.64154 -0.23666 7.03608
C -5.76653 -1.14202 6.59537
N -6.81227 -0.43382 5.73823
C -7.95564 -1.30524 5.41591
C -8.55329 -0.58304 4.15232
C -7.48184 0.35663 3.62697
C -6.25310 -0.00666 4.33335
C -7.23959 0.76757 6.51780
H -4.27964 -0.77313 9.93249
H -3.39104 -2.16880 9.63594
H -5.02513 -2.17064 9.03226
H -3.15885 -1.78258 7.32946
H -2.75637 -0.30455 8.03666
H -4.07682 0.11945 6.14046
H -4.95883 0.66415 7.53389
H -6.35567 -1.46586 7.44039
H -5.29059 -1.85998 5.89647
H -8.56819 -1.39910 6.29211
H -7.49955 -2.27665 5.15476
H -9.46059 -0.00653 4.40926
H -8.81118 -1.31056 3.41474
H -7.66032 1.45442 3.68047
H -7.35295 0.22336 2.54523
H -5.41916 0.70668 4.48990
H -5.77787 -0.91608 3.96938
H -8.22616 1.11237 6.21801
H -6.45148 1.53787 6.47548
H -7.37004 0.38626 7.53599
C 1.33106 -3.28351 -7.02516
C 0.38208 -3.14303 -5.85393
C -0.74428 -4.18010 -6.03805
C -1.52302 -4.29124 -4.74603
N -2.35131 -5.48375 -4.60146
C -3.11972 -5.78243 -5.78194
C -4.20251 -6.76145 -5.31041
C -4.53735 -6.40598 -3.80660
C -3.46823 -5.27537 -3.56983
C -1.61212 -6.69370 -4.22028
H 0.84834 -3.31764 -7.99670
H 1.99108 -4.11135 -7.00012
H 2.02047 -2.42771 -7.00528
H -0.01624 -2.13874 -5.86067
H 0.99193 -3.25603 -4.95184
H -0.27927 -5.11495 -6.30730
H -1.46054 -3.91862 -6.79772
H -2.20674 -3.40749 -4.77415
H -0.89575 -4.38386 -3.80941
H -2.48312 -6.16209 -6.58531
H -3.49772 -4.84908 -6.17414
H -3.82662 -7.80428 -5.52843
H -5.06790 -6.62124 -5.93749
H -4.33861 -7.23869 -3.13586
H -5.47502 -5.91437 -3.65780
H -2.91239 -5.31662 -2.60225
H -3.87179 -4.23395 -3.73270
H -2.27863 -7.51726 -4.00815
H -1.06567 -6.53037 -3.33997
H -0.89259 -6.97171 -5.00187
C 5.02069 -4.38259 5.79951
C 4.04114 -5.02228 4.80357
C 3.96816 -6.62565 4.72210
C 5.18258 -7.33243 4.02528
N 5.39698 -8.66910 4.52960
C 5.75141 -8.84075 5.98233
C 6.57779 -10.13497 6.04880
C 7.29943 -10.21719 4.73159
C 6.67504 -9.15577 3.83290
C 4.21508 -9.53265 4.17870
H 4.82270 -4.64973 6.84766
H 4.99944 -3.29293 5.62698
H 6.04828 -4.71390 5.53442
H 4.23686 -4.60936 3.79970
H 3.01242 -4.71235 4.99480
H 3.06283 -6.95227 4.21408
H 3.99807 -6.91163 5.74865
H 6.09092 -6.78765 4.22523
H 5.05560 -7.38570 2.95247
H 4.85501 -8.81545 6.58267
H 6.30766 -7.91808 6.23412
H 5.88413 -10.97530 6.11986
H 7.19467 -9.99100 6.92262
H 7.24004 -11.17776 4.19761
H 8.33979 -9.97702 4.96506
H 6.46046 -9.55892 2.82421
H 7.31312 -8.26665 3.70995
H 3.30695 -9.49456 4.77067
H 4.49928 -10.60781 4.16156
H 3.91298 -9.17944 3.21844
C 7.66593 9.10937 -2.98840
O 7.36607 9.41914 -4.32567
C 8.30832 10.13089 -5.06883
C 9.57295 9.33306 -5.40587
N 9.28806 8.09820 -6.25258
H 9.82316 7.31100 -5.94908
H 8.30904 7.77611 -6.15168
C 9.50586 8.21900 -7.73982
C 8.26714 8.92154 -8.32894
O 7.09340 8.47971 -7.63122
C 5.89804 9.18530 -8.07120
H 7.80915 10.01060 -2.40145
H 8.64252 8.62350 -2.87272
H 6.84411 8.53199 -2.62232
H 8.75595 10.91289 -4.49370
H 7.87242 10.59159 -5.95645
H 10.08331 8.95700 -4.51294
H 10.26504 9.92760 -5.95662
H 9.52890 7.17385 -8.10858
H 10.43309 8.74021 -7.99252
H 8.22533 8.80442 -9.39510
H 8.34094 10.01374 -8.17676
H 5.97880 10.27469 -8.21513
H 5.15779 9.06219 -7.27712
H 5.54137 8.66208 -8.95810
C 0.46243 3.19302 -1.99770
O -0.29037 2.69713 -0.90316
C -0.67484 1.35204 -0.96919
C 0.30247 0.44454 -0.17604
N 0.44355 0.98330 1.22471
H 1.36182 0.64893 1.55987
H 0.66756 1.93839 1.09240
C -0.71783 0.85919 2.15680
C -0.54525 1.73810 3.34883
O 0.36948 1.22857 4.29836
C -0.17146 0.76696 5.55714
H 0.61948 4.26570 -1.78749
H -0.03926 3.19702 -2.98251
H 1.41230 2.70487 -2.09951
H -0.72938 0.85706 -1.95786
H -1.62613 1.19647 -0.47560
H 1.28374 0.35655 -0.60165
H -0.03010 -0.55840 -0.21195
H -0.78493 -0.20909 2.36002
H -1.56502 1.17135 1.56014
H -1.53919 1.90172 3.82167
H -0.25542 2.79573 3.02994
H -0.38374 1.64420 6.17081
H 0.62006 0.11238 5.94202
H -1.07804 0.12626 5.33862
C 0.18445 7.29779 5.38101
O -0.15431 7.33110 3.97606
C -0.82243 6.27130 3.44166
C -1.56628 6.86012 2.23196
N -0.66499 7.68396 1.32076
H -1.18628 8.28373 0.65068
H -0.15002 8.32312 1.97321
C 0.23253 6.86921 0.45768
C -0.44603 6.73991 -0.91071
O -0.92785 8.08060 -1.15326
C -1.48264 8.38233 -2.43004
H 0.93704 8.09036 5.46547
H 0.63255 6.28575 5.46547
H -0.64586 7.47551 5.97543
H -1.64800 5.92724 4.10074
H -0.06699 5.51537 3.22309
H -2.38229 7.45408 2.64858
H -2.02096 6.10254 1.59585
H 0.30952 5.86029 0.88350
H 1.22619 7.25175 0.39551
H -1.26650 5.89995 -0.89140
H 0.31306 6.48774 -1.70233
H -2.32242 7.71254 -2.65243
H -0.67732 8.14440 -3.18049
H -1.77136 9.41423 -2.45334
C 3.66491 5.03084 0.07676
C 3.07363 3.65456 0.22546
O 3.74813 2.73142 -0.40531
O 2.11335 3.34103 0.89694
H 4.47493 5.13484 -0.66171
H 4.17461 5.26026 1.03047
H 2.88948 5.77282 -0.05842
C -4.43999 0.28558 0.42370
C -3.27514 -0.46873 1.07132
O -2.42415 -0.98343 0.32332
O -3.32887 -0.65283 2.31633
H -5.17068 0.45285 1.20487
H -4.90243 -0.25226 -0.42202
H -4.10559 1.25772 0.01838
C 2.28298 -4.79791 -3.16045
C 1.39159 -4.28960 -2.03565
O 0.64810 -5.36265 -1.51162
O 1.34251 -3.18645 -1.58692
H 2.84482 -5.59651 -2.79152
H 3.00028 -4.00813 -3.40259
H 1.61815 -5.07458 -3.95520


(2)
222
Properties=species:S:1:pos:R:3 method="wB97M-V/def2-TZVPD" total_charge=0 homo_energy_ev=-8.0 lumo_ev=0.52 e_tot_ev=-99890.2908 smiles=CC1(C)CCCC(C)(C)N1O.CC1(C)CCCC(C)(C)N1O.CC1(C)CCCC(C)(C)N1O.CC1(C)CCCC(C)(C)N1O.COC[C@H](C)N.COC[C@H](C)N.COC[C@H](C)N.COC[C@H](C)N.COC[C@H](C)N.COC[C@H](C)N de_lowest_kj_mol=121.9 orbital_gap_ev=8.5175
C -9.74067 3.02700 0.55472
C -8.27894 2.60072 0.57280
C -7.85301 2.13940 -0.87832
C -7.40681 3.86850 0.98759
C -5.92091 3.44897 1.24752
C -5.91910 2.49288 2.41996
C -6.70063 1.21196 2.06596
C -5.98332 0.18334 1.16134
C -6.92680 0.49339 3.44857
N -8.06526 1.55452 1.55371
O -8.93910 0.49808 1.38056
H -10.42793 2.30517 0.16227
H -9.96475 3.37919 1.54336
H -9.89224 3.83482 -0.12984
H -8.10850 2.85745 -1.68052
H -6.78220 1.93921 -0.87641
H -8.28923 1.15189 -1.15205
H -7.58503 4.58728 0.18481
H -7.75523 4.22293 1.94097
H -5.53488 3.04292 0.30220
H -5.33678 4.35148 1.36708
H -6.46879 3.03382 3.19593
H -4.93266 2.25102 2.82727
H -5.62117 0.54154 0.19010
H -6.71192 -0.63141 0.95502
H -5.17180 -0.29240 1.69041
H -7.32362 -0.53084 3.35213
H -7.66474 1.10059 3.97437
H -6.04101 0.47286 4.11038
H -8.42035 -0.10111 0.81700
C -0.22655 -6.72972 0.78451
C 1.37664 -6.96252 0.76763
C 1.69948 -8.44215 0.78100
C 2.07285 -6.46626 -0.56418
C 2.28910 -4.97693 -0.66800
C 2.94787 -4.44894 0.61815
C 2.16019 -4.75367 1.91450
C 2.92827 -4.49057 3.11515
C 0.80138 -4.00558 1.99768
N 2.10066 -6.27145 1.89290
O 1.57901 -6.78888 3.06791
H -0.55979 -5.86046 0.20895
H -0.75430 -7.58815 0.34055
H -0.57611 -6.52442 1.79546
H 1.61077 -9.00209 -0.14065
H 2.75670 -8.63653 1.00670
H 1.21211 -9.01559 1.56108
H 3.06268 -6.91612 -0.54163
H 1.53255 -6.82385 -1.43695
H 2.95569 -4.77326 -1.49702
H 1.32569 -4.48261 -0.80689
H 3.15663 -3.38891 0.52977
H 3.82760 -5.03913 0.76535
H 2.92737 -3.42194 3.34547
H 3.98681 -4.77779 3.17990
H 2.45283 -4.87756 4.01881
H 0.15416 -4.18495 1.15927
H 0.91171 -2.97559 1.92072
H 0.28862 -4.42347 2.84927
H 2.38792 -7.01031 3.51675
C -7.23975 -3.26409 -0.36910
C -5.81429 -3.71462 -0.85934
C -4.72313 -2.86618 -0.14578
C -5.76226 -5.19285 -0.32962
C -4.47207 -5.97589 -0.83561
C -4.53647 -5.98244 -2.35158
C -4.60231 -4.55811 -2.95517
C -3.27072 -3.77890 -2.89978
C -5.01991 -4.75333 -4.43196
N -5.76109 -3.79992 -2.33795
O -5.79600 -2.46077 -2.83754
H -7.93320 -3.95689 -0.83266
H -7.29495 -3.30476 0.71694
H -7.44118 -2.21382 -0.56715
H -4.93958 -2.78242 0.90327
H -3.74784 -3.35602 -0.32791
H -4.65367 -1.85136 -0.47925
H -5.81617 -5.10178 0.77232
H -6.65586 -5.70697 -0.69520
H -3.53254 -5.63951 -0.39375
H -4.47940 -7.03477 -0.60627
H -5.52318 -6.47307 -2.60168
H -3.74190 -6.59578 -2.80376
H -3.45675 -2.68334 -2.97234
H -2.55314 -4.15654 -3.62916
H -2.71343 -3.86171 -1.95910
H -4.88884 -3.77190 -4.90151
H -5.96188 -5.26203 -4.56318
H -4.35486 -5.48787 -4.90353
H -6.53123 -2.53479 -3.47587
C -1.82668 1.12811 0.70896
C -1.03574 -0.24667 0.94503
C -1.58408 -0.80075 2.33009
C -1.31182 -1.30109 -0.11624
C -0.65763 -0.93776 -1.46256
C 0.89446 -0.83282 -1.23270
C 1.24133 0.21705 -0.04421
C 2.70952 0.05035 0.29248
C 1.08979 1.72990 -0.55854
N 0.42024 -0.11061 1.13866
O 0.63535 0.87828 2.08135
H -2.88075 0.88582 0.54183
H -1.72224 1.84774 1.51805
H -1.43516 1.59296 -0.19308
H -1.24934 -1.81384 2.50087
H -1.43550 -0.16248 3.20577
H -2.68111 -0.82822 2.24403
H -0.85258 -2.22952 0.24217
H -2.39650 -1.48225 -0.17989
H -0.93791 -1.66671 -2.22748
H -1.05803 0.00412 -1.81515
H 1.42791 -0.56318 -2.15042
H 1.20724 -1.82938 -0.88751
H 3.12683 0.95045 0.73907
H 3.32992 -0.13815 -0.60125
H 2.77192 -0.77029 1.00444
H 0.23220 1.88324 -1.22945
H 1.95915 2.08446 -1.12893
H 0.92395 2.37501 0.32142
H 1.03616 0.48560 2.85586
C 3.35541 -1.22436 -4.34839
O 2.05468 -0.74337 -4.54008
C 1.84152 -0.10657 -5.79398
C 0.36025 0.40278 -5.81754
C -0.56391 -0.80023 -5.67825
N 0.10877 1.22607 -6.96837
H 3.38547 -1.78100 -3.42013
H 4.16898 -0.51404 -4.19980
H 3.72077 -1.86642 -5.13691
H 2.51283 0.74544 -5.95016
H 2.02343 -0.83191 -6.58182
H 0.27431 0.96359 -4.89233
H -1.56864 -0.44688 -5.78139
H -0.35111 -1.34956 -4.75467
H -0.46924 -1.49356 -6.53306
H 0.71011 2.03958 -6.91547
H 0.33184 0.66047 -7.78887
C 6.31127 1.08194 1.06588
O 6.54713 1.35903 -0.31492
C 7.88959 1.54408 -0.61605
C 8.03028 1.79081 -2.06381
C 7.60524 0.55702 -2.88346
N 9.42650 2.24413 -2.36672
H 6.35682 1.99101 1.62442
H 6.91348 0.24362 1.42384
H 5.25172 0.78624 1.19510
H 8.33273 2.37420 -0.04068
H 8.49810 0.72258 -0.27254
H 7.42308 2.63023 -2.33116
H 8.19281 -0.30034 -2.53389
H 7.89904 0.67807 -3.94167
H 6.52718 0.36494 -2.86822
H 9.34102 2.49001 -3.33278
H 10.13525 1.51200 -2.29407
C 3.88559 8.86370 -1.87399
O 2.87309 8.07890 -1.30700
C 2.94481 6.73085 -1.60463
C 2.08436 5.87046 -0.69351
C 0.70348 6.47848 -0.41544
N 2.82805 5.52494 0.54034
H 4.83288 8.49978 -1.49733
H 3.67020 9.90286 -1.58604
H 3.91301 8.72050 -2.96519
H 2.71989 6.55108 -2.69219
H 3.96262 6.34671 -1.43793
H 2.03321 4.90015 -1.22233
H 0.88938 7.50106 -0.02589
H 0.22665 5.96154 0.42703
H 0.01559 6.42774 -1.26046
H 3.25607 6.35082 0.97279
H 2.20113 5.11235 1.21866
C 4.50480 0.47058 7.91609
O 3.61665 0.50096 6.80192
C 3.00713 -0.71388 6.51121
C 1.83921 -0.40480 5.63868
C 0.97212 -1.66733 5.40923
N 2.33906 0.10074 4.35427
H 5.24255 -0.30385 7.77240
H 3.86367 0.18635 8.76552
H 4.99664 1.43507 7.99651
H 3.71361 -1.40804 6.03617
H 2.75219 -1.23569 7.44722
H 1.27997 0.32575 6.19570
H 0.86510 -2.22796 6.34327
H 1.42203 -2.31530 4.65509
H -0.02119 -1.34667 5.06856
H 2.73740 -0.67123 3.84814
H 2.97729 0.89363 4.46708
C 4.25809 2.66436 -2.26176
O 3.27535 3.57588 -2.80851
C 3.03053 3.30599 -4.15954
C 1.90151 4.16083 -4.67624
C 0.59180 3.91695 -3.88639
N 1.70330 3.88572 -6.13505
H 4.42647 3.03907 -1.27231
H 5.19021 2.69758 -2.81858
H 3.83151 1.65257 -2.20447
H 3.90478 3.39231 -4.80690
H 2.73161 2.26199 -4.27495
H 2.15725 5.20600 -4.45695
H 0.11023 2.95944 -4.06422
H -0.10657 4.73208 -4.01944
H 0.84532 4.02449 -2.81186
H 0.78033 4.24178 -6.34135
H 2.40601 4.17935 -6.82522
C 4.82030 3.03288 4.21824
O 3.42015 2.94599 4.35901
C 2.65679 3.43138 3.28963
C 1.28283 3.77505 3.78125
C 0.75772 2.90926 4.90633
N 0.50651 3.90732 2.57184
H 5.13937 2.73014 5.20983
H 5.18969 4.02482 3.92609
H 5.28595 2.32983 3.50506
H 3.14348 4.27790 2.80132
H 2.56959 2.66351 2.51714
H 1.35818 4.79122 4.24256
H -0.04274 3.44051 5.37658
H 1.52686 2.69357 5.64564
H 0.31867 1.99990 4.48628
H -0.29425 4.51527 2.67563
H 0.25373 2.99245 2.21873